Entry 1:
The following is a DFT calculation (ωB97M-V/def2-TZVPD) of a cluster of 2 separate species, C6H10O in total.

Positions of all 17 atoms, in Å:
1 C 0.550 -0.872 -0.289
2 C -0.406 -0.298 -1.313
3 O -0.630 0.977 -1.174
4 C 0.015 1.834 -0.177
5 C -0.343 1.495 1.242
6 C -0.444 0.273 1.762
7 C -0.197 -1.027 1.048
8 H 1.455 -0.266 -0.135
9 H 0.865 -1.859 -0.640
10 H 0.400 -2.356 -3.621
11 H 0.060 -1.855 -3.180
12 H 1.096 1.811 -0.354
13 H -0.344 2.832 -0.433
14 H -0.553 2.353 1.879
15 H -0.745 0.188 2.806
16 H -1.155 -1.537 0.872
17 H 0.376 -1.691 1.706

Relative energy (zero: lowest compared OMol25 entry of this formula, charge and spin) in kJ/mol: 382.69
HOMO-LUMO gap in eV: 8.99
LUMO level in eV: 0.89
HOMO energy in eV: -8.099

---

Entry 2:
The following is a DFT calculation (ωB97M-V/def2-TZVPD) of a cluster of 3 separate species, C6H10O in total in a non-equilibrium geometry.

Positions of all 17 atoms, in Å:
1 C 1.860 -0.714 0.018
2 C 0.611 -0.075 0.023
3 C -0.939 0.351 -1.453
4 C -1.620 0.446 -0.147
5 C -0.679 -0.706 -0.050
6 O -1.091 1.466 0.653
7 C 0.330 1.272 0.665
8 H 2.390 -0.949 -0.913
9 H 0.935 -2.272 1.245
10 H 2.540 -0.386 0.802
11 H -0.420 1.211 -1.874
12 H -1.281 -0.357 -2.197
13 H -2.686 0.282 -0.041
14 H -0.942 -1.699 -0.384
15 H -0.534 -1.237 1.839
16 H 0.818 2.093 0.119
17 H 0.706 1.274 1.696

Relative energy (zero: lowest compared OMol25 entry of this formula, charge and spin) in kJ/mol: 903.69
HOMO-LUMO gap (spin up / spin down) in eV: 7.10 / 7.43
LUMO level (spin up / spin down) in eV: -0.39 / -0.30
HOMO energy (spin up / spin down) in eV: -7.494 / -7.730

---

Entry 3:
The following is a DFT calculation (ωB97M-V/def2-TZVPD) of the molecule C6H10O.

Positions of all 17 atoms, in Å:
1 C 0.590 2.291 1.563
2 C 0.929 1.389 0.647
3 C 1.060 -0.085 0.920
4 C -0.119 -0.865 0.332
5 C -0.208 -0.760 -1.181
6 C -1.481 -1.266 -1.821
7 O 0.696 -0.298 -1.846
8 H 0.428 2.011 2.603
9 H 0.462 3.340 1.311
10 H 1.083 1.693 -0.387
11 H 1.104 -0.260 2.002
12 H 1.988 -0.467 0.481
13 H -0.042 -1.934 0.578
14 H -1.065 -0.522 0.773
15 H -1.744 -2.259 -1.439
16 H -1.356 -1.300 -2.905
17 H -2.310 -0.592 -1.575

Relative energy (zero: lowest compared OMol25 entry of this formula, charge and spin) in kJ/mol: 20.07
Structure (SMILES): C=CCCC(C)=O
HOMO-LUMO gap in eV: 10.56
LUMO level in eV: 0.96
HOMO energy in eV: -9.592

---

Entry 4:
The following is a DFT calculation (ωB97M-V/def2-TZVPD) of the molecule C6H10O in a non-equilibrium geometry.

Positions of all 17 atoms, in Å:
1 O 0.325 -0.912 1.767
2 C 1.277 -1.054 1.041
3 C 1.660 -0.121 -0.075
4 C 0.720 1.070 -0.236
5 C -0.759 0.781 -0.529
6 C -1.346 -0.508 -0.915
7 C -1.860 -0.052 0.511
8 H 1.957 -1.911 1.204
9 H 2.685 0.219 0.145
10 H 1.756 -0.714 -0.999
11 H 1.189 1.754 -0.969
12 H 0.694 1.633 0.697
13 H -1.184 1.634 -1.088
14 H -2.020 -0.510 -1.772
15 H -0.639 -1.341 -0.955
16 H -2.727 0.575 0.653
17 H -1.729 -0.543 1.521

Relative energy (zero: lowest compared OMol25 entry of this formula, charge and spin) in kJ/mol: 200.67
Structure (SMILES): O=CCCC1CC1
HOMO-LUMO gap in eV: 9.82
LUMO level in eV: 0.99
HOMO energy in eV: -8.829

---

Entry 5:
The following is a DFT calculation (ωB97M-V/def2-TZVPD) of the molecule C6H10O in a non-equilibrium geometry.

Positions of all 17 atoms, in Å:
1 C 0.313 -2.226 -0.140
2 C 0.190 -0.764 -0.218
3 C 0.707 0.447 -0.216
4 C 1.877 1.336 -0.273
5 C -0.779 0.366 -0.193
6 C -1.653 0.626 1.206
7 O -1.584 0.710 -1.291
8 H -0.275 -2.586 0.706
9 H 1.351 -2.526 -0.008
10 H -0.083 -2.694 -1.041
11 H 1.871 1.905 -1.204
12 H 2.800 0.763 -0.216
13 H 1.844 2.049 0.551
14 H -1.996 1.653 1.201
15 H -1.001 0.432 2.046
16 H -2.497 -0.050 1.192
17 H -1.084 0.560 -2.101

Relative energy (zero: lowest compared OMol25 entry of this formula, charge and spin) in kJ/mol: 185.42
Structure (SMILES): CC1=C(C)C1(C)O
HOMO-LUMO gap in eV: 9.69
LUMO level in eV: 0.82
HOMO energy in eV: -8.868

---

Entry 6:
The following is a DFT calculation (ωB97M-V/def2-TZVPD) of the molecule C6H10O.

Positions of all 17 atoms, in Å:
1 C -0.415 -1.254 1.406
2 C 0.207 -0.731 0.109
3 C -0.767 -0.608 -1.082
4 C -0.461 0.589 -1.935
5 C 0.586 1.330 -1.169
6 C 0.848 0.681 0.214
7 O 0.299 1.477 1.252
8 H -1.212 -0.598 1.774
9 H -0.857 -2.247 1.257
10 H 0.332 -1.339 2.203
11 H 1.001 -1.428 -0.186
12 H -1.817 -0.474 -0.758
13 H -0.819 -1.515 -1.699
14 H 0.330 2.397 -1.076
15 H 1.466 1.490 -1.811
16 H 1.911 0.603 0.460
17 H -0.632 1.627 1.042

Relative energy (zero: lowest compared OMol25 entry of this formula, charge and spin) in kJ/mol: 306.98
HOMO-LUMO gap in eV: 8.53
LUMO level in eV: 0.11
HOMO energy in eV: -8.419

---

Entry 7:
The following is a DFT calculation (ωB97M-V/def2-TZVPD) of a cluster of 2 separate species, C6H10O in total in a non-equilibrium geometry.

Positions of all 17 atoms, in Å:
1 C -2.148 -0.319 0.188
2 C -0.823 -0.038 -0.438
3 O -0.540 1.303 -0.179
4 C 0.869 1.587 -0.089
5 C 1.550 0.237 -0.219
6 C 1.301 -0.734 0.892
7 C 0.439 -0.814 -0.330
8 H -2.896 0.303 -0.317
9 H -2.170 -0.070 1.256
10 H -2.373 -1.366 0.011
11 H -1.129 -1.074 -1.814
12 H 1.155 2.299 -0.874
13 H 1.066 2.104 0.872
14 H 2.480 0.226 -0.779
15 H 0.896 -0.409 1.848
16 H 2.019 -1.544 0.945
17 H 0.304 -1.690 -0.973

Relative energy (zero: lowest compared OMol25 entry of this formula, charge and spin) in kJ/mol: 376.22
HOMO-LUMO gap in eV: 9.06
LUMO level in eV: 0.82
HOMO energy in eV: -8.245

---

Entry 8:
The following is a DFT calculation (ωB97M-V/def2-TZVPD) of a cluster of 2 separate species, C6H10O in total.

Positions of all 17 atoms, in Å:
1 C 2.460 0.305 -0.048
2 C 1.013 -0.042 0.009
3 C 0.430 -1.147 0.546
4 C -0.951 -1.281 0.164
5 C -1.331 0.088 -0.330
6 C -0.026 0.859 -0.618
7 O 0.071 2.195 -0.166
8 H 2.597 1.373 0.148
9 H 2.842 0.115 -1.060
10 H 3.053 -0.285 0.655
11 H 0.983 -1.921 1.078
12 H -3.976 -1.984 0.686
13 H -3.238 -2.004 0.555
14 H -2.021 0.049 -1.180
15 H -1.896 0.564 0.486
16 H 0.132 0.916 -1.702
17 H -0.143 2.198 0.777

Relative energy (zero: lowest compared OMol25 entry of this formula, charge and spin) in kJ/mol: 391.90
HOMO-LUMO gap in eV: 7.73
LUMO level in eV: -0.43
HOMO energy in eV: -8.161

---

Entry 9:
The following is a DFT calculation (ωB97M-V/def2-TZVPD) of the molecule C6H10O.

Positions of all 17 atoms, in Å:
1 C 1.418 -1.490 -0.552
2 C 0.165 -0.646 -0.782
3 O -1.006 -1.055 -0.067
4 C -1.811 0.092 0.253
5 C -0.853 1.265 0.316
6 C 0.338 0.980 1.175
7 C 0.407 0.769 -0.312
8 H 1.347 -2.528 -0.888
9 H 1.743 -1.471 0.494
10 H 2.214 -1.011 -1.140
11 H -0.055 -0.662 -1.862
12 H -2.615 0.303 -0.473
13 H -2.288 -0.139 1.212
14 H -1.199 2.278 0.133
15 H 0.248 0.104 1.814
16 H 0.901 1.803 1.596
17 H 1.044 1.405 -0.918

Relative energy (zero: lowest compared OMol25 entry of this formula, charge and spin) in kJ/mol: 65.62
Structure (SMILES): C[C@H]1OC[C@H]2C[C@H]21
HOMO-LUMO gap in eV: 10.76
LUMO level in eV: 1.15
HOMO energy in eV: -9.607

---

Entry 10:
The following is a DFT calculation (ωB97M-V/def2-TZVPD) of a structure of composition C6H10O.

Positions of all 17 atoms, in Å:
1 C 0.045 0.440 2.247
2 C 0.325 -0.234 0.916
3 C -0.886 -0.583 0.008
4 C -0.051 -0.105 -1.174
5 C 0.302 -0.866 -2.389
6 O -0.730 0.555 -2.261
7 C 0.900 0.630 -0.237
8 H -0.587 1.326 2.108
9 H -0.472 -0.239 2.935
10 H 0.975 0.764 2.728
11 H 0.949 -1.123 1.064
12 H -1.244 -1.617 -0.008
13 H -1.729 0.092 0.192
14 H 0.048 0.397 -3.006
15 H -0.423 -1.683 -2.530
16 H 0.610 1.683 -0.132
17 H 1.968 0.561 -0.461

Relative energy (zero: lowest compared OMol25 entry of this formula, charge and spin) in kJ/mol: 433.90
HOMO-LUMO gap in eV: 9.91
LUMO level in eV: 0.86
HOMO energy in eV: -9.059

---

Entry 11:
The following is a DFT calculation (ωB97M-V/def2-TZVPD) of the molecule C6H10O in a non-equilibrium geometry.

Positions of all 17 atoms, in Å:
1 C -0.488 1.723 -0.414
2 C -0.596 0.395 0.334
3 C -1.105 -0.756 -0.558
4 C 0.164 -1.460 -0.999
5 C 1.218 -1.075 -0.289
6 C 0.738 -0.183 0.804
7 O 1.658 0.741 1.354
8 H 0.059 1.609 -1.356
9 H -1.491 2.100 -0.654
10 H 0.027 2.474 0.193
11 H -1.213 0.547 1.227
12 H -1.692 -0.398 -1.409
13 H -1.744 -1.441 0.017
14 H 0.175 -2.223 -1.767
15 H 2.245 -1.427 -0.350
16 H 0.520 -0.858 1.706
17 H 1.525 0.231 2.160

Relative energy (zero: lowest compared OMol25 entry of this formula, charge and spin) in kJ/mol: 95.17
Structure (SMILES): C[C@H]1CC=C[C@H]1O
HOMO-LUMO gap in eV: 10.16
LUMO level in eV: 0.85
HOMO energy in eV: -9.307

---

Entry 12:
The following is a DFT calculation (ωB97M-V/def2-TZVPD) of the molecule C6H10O.

Positions of all 17 atoms, in Å:
1 C 1.362 1.839 -0.471
2 C 0.094 1.440 -0.579
3 C -0.348 0.279 -1.423
4 C -1.056 -0.911 -0.805
5 C -1.012 -1.418 0.427
6 C -0.294 -0.961 1.674
7 O 0.171 0.358 1.739
8 H 1.636 2.694 0.142
9 H 2.168 1.297 -0.965
10 H -0.692 1.967 -0.042
11 H 0.522 -0.108 -1.972
12 H -1.019 0.689 -2.186
13 H -1.640 -1.473 -1.537
14 H -1.563 -2.348 0.595
15 H -0.998 -1.042 2.507
16 H 0.523 -1.674 1.876
17 H 0.900 0.501 1.116

Relative energy (zero: lowest compared OMol25 entry of this formula, charge and spin) in kJ/mol: 143.93
Structure (SMILES): C=CC/C=C\CO
HOMO-LUMO gap in eV: 10.37
LUMO level in eV: 1.02
HOMO energy in eV: -9.352